Below is C34H68O68S17 as an isolated structure at a distorted geometry, with properties calculated with ωB97M-V/def2-TZVPD.

Structure (XYZ):
```
187
Properties=species:S:1:pos:R:3:forces:R:3:lowdin_charge:R:1
S 12.636011 11.738697 15.208319 2.6 2.5 -2.3 0.7533
S 16.915518 10.415308 17.514643 0.8 -3.2 -3.8 0.6083
S 17.144789 15.919364 16.263855 3.4 1.0 2.5 0.7355
S 17.931066 12.044171 22.245612 2.1 -1.8 0.2 0.6359
S 17.605277 17.643092 20.899678 -1.0 -3.9 0.6 0.6371
S 23.715959 16.519050 15.268054 2.1 1.3 4.4 0.6763
S 20.821311 12.964814 13.915046 2.5 -2.8 2.2 0.6939
S 14.804165 19.980215 15.766950 -3.1 -2.5 3.2 0.6379
S 15.279082 24.172200 16.673613 3.1 2.5 -1.8 0.7151
S 16.801574 12.021054 10.952292 2.2 1.9 -3.4 0.6497
S 16.900334 23.778579 21.518646 4.2 -5.8 1.7 0.6529
S 12.363362 15.747465 19.439096 -2.7 -3.2 -1.7 0.6392
S 18.497238 20.641684 11.199612 -1.5 -0.8 -0.3 0.6032
S 14.103485 17.411574 12.271655 -4.2 1.4 -0.5 0.6517
S 22.678430 14.927276 19.766387 -3.5 3.1 2.6 0.7376
S 11.796663 11.124943 20.395043 7.0 -3.2 -2.7 0.6722
S 21.049897 21.875629 16.030162 4.1 -3.5 -0.8 0.7088
O 16.941228 10.629911 10.938471 0.2 -1.3 -0.3 -0.1955
O 16.110892 12.624305 9.552521 0.3 -1.1 1.8 -0.1756
O 14.397166 20.325084 17.279523 0.0 -0.5 0.2 -0.2234
O 16.010260 9.585329 16.432160 1.3 0.0 2.3 -0.1857
O 16.976429 18.605392 20.081562 0.2 0.9 -0.4 -0.2147
O 17.871489 24.230485 22.466312 -1.0 0.8 -0.5 -0.2306
O 11.890276 9.751513 19.937348 -1.1 1.5 0.9 -0.2243
O 17.176341 16.003547 14.841172 -1.6 0.0 0.3 -0.2018
O 16.102737 23.756011 15.277943 -2.3 0.8 0.9 -0.1884
O 20.600286 12.785817 15.557790 0.3 0.5 -2.1 -0.2085
O 12.852616 18.167760 13.091722 1.7 -0.8 -0.9 -0.2368
O 24.451022 15.879267 14.264150 0.6 -0.6 -1.1 -0.1828
O 22.234196 22.607784 15.108992 -2.9 0.3 1.3 -0.1492
O 14.846898 18.360523 16.062076 2.2 1.1 -2.8 -0.1959
O 15.844929 24.495127 21.006789 -2.1 2.0 -1.2 -0.1774
O 22.444651 12.422961 13.964466 -3.0 1.1 -1.0 -0.1862
O 23.979462 15.730182 16.742079 -0.4 0.2 -2.4 -0.2242
O 14.617253 23.054501 17.187272 -1.1 -0.8 0.6 -0.2058
O 12.516923 11.991831 19.199468 -2.8 0.6 1.3 -0.2241
O 13.095875 11.320399 21.392032 -1.8 0.3 -0.4 -0.1945
O 19.805015 21.153769 11.169954 1.4 0.6 0.8 -0.2215
O 24.594782 17.883022 15.826068 -2.6 -2.2 -0.9 -0.2203
O 16.350475 11.669573 17.605493 -1.3 3.3 1.4 -0.1874
O 15.226498 18.257915 12.330839 1.3 0.1 0.4 -0.2074
O 16.168287 12.666168 11.994821 -1.4 1.3 2.4 -0.1900
O 18.191452 10.602101 16.550285 0.6 -0.3 0.8 -0.1972
O 12.059183 14.831473 18.126321 1.5 1.6 0.4 -0.2052
O 10.655957 11.715224 20.879105 -2.7 1.6 1.1 -0.1740
O 22.359526 16.830923 15.164618 -1.2 0.4 -0.1 -0.1863
O 11.824817 11.608940 14.022120 0.5 -0.4 1.8 -0.2246
O 16.678801 24.343646 17.569572 -2.9 0.3 -0.1 -0.1847
O 16.103171 20.405610 15.494494 1.2 0.7 -0.6 -0.1897
O 17.766193 23.018757 20.332466 -0.9 1.2 -0.2 -0.2184
O 22.207268 20.956042 16.861202 -2.5 1.6 -0.6 -0.1919
O 14.089297 16.028925 12.601139 0.3 0.6 -0.1 -0.2081
O 18.486499 13.066431 21.419540 -1.1 1.2 0.9 -0.2281
O 17.364703 10.995280 21.209242 -0.8 0.6 0.0 -0.2430
O 18.521346 15.024922 16.598753 -2.7 -0.7 0.0 -0.1761
O 17.635192 21.032717 10.143380 -0.5 0.0 0.3 -0.2248
O 14.640612 25.443358 16.401386 0.8 -2.0 0.7 -0.2275
O 17.811027 17.312275 16.908882 -0.6 -1.2 -1.1 -0.1993
O 17.083233 12.172935 23.410388 1.0 0.5 -1.8 -0.2175
O 20.383002 20.860813 15.269568 -0.5 1.3 -0.1 -0.2212
O 12.647446 10.870734 16.331702 -0.3 0.0 -0.5 -0.2096
O 22.369252 15.131275 21.441449 -0.2 -0.7 -2.1 -0.2067
O 18.807211 17.874875 21.638626 -0.5 0.6 -0.4 -0.2350
O 11.836213 17.015479 19.157298 0.3 2.0 0.2 -0.1859
O 23.976263 15.448401 19.571975 0.7 -0.6 -0.3 -0.2237
O 20.764915 14.325607 13.576407 -0.2 1.0 -0.3 -0.2011
O 12.537659 13.312701 15.677016 -0.9 -2.3 0.6 -0.2116
O 18.312471 12.731200 10.712268 -1.0 -1.2 0.3 -0.2069
O 20.445905 22.778021 16.891052 -0.9 1.4 0.8 -0.1763
O 18.566280 19.029727 11.210482 -0.1 1.0 -0.1 -0.1758
O 13.658434 20.223821 14.961038 0.6 0.5 -0.5 -0.1999
O 16.474289 16.994621 21.830190 0.3 -1.7 -0.5 -0.2178
O 16.390036 22.327582 22.158381 -0.6 1.4 -0.6 -0.2113
O 14.292831 11.924118 14.639187 -3.1 -1.1 1.2 -0.2210
O 16.070947 15.549685 17.170692 1.3 0.1 -2.3 -0.2449
O 19.259395 11.160782 22.645880 -1.1 -0.5 0.0 -0.2053
O 20.116796 11.945971 13.223489 -0.3 0.4 0.0 -0.2228
O 21.560827 16.159402 19.288593 2.3 -1.7 0.5 -0.2080
O 17.221004 9.578874 18.614752 0.0 0.1 0.3 -0.2074
O 17.898876 16.262691 19.993761 1.8 3.0 1.2 -0.1866
O 22.165888 13.692226 19.293231 0.7 0.1 -0.1 -0.2188
O 13.692083 15.484513 19.836125 0.2 0.2 0.6 -0.1985
O 13.421022 17.665337 10.812441 -0.6 -0.2 1.4 -0.2274
O 17.796124 20.824761 12.654185 0.7 0.4 -1.7 -0.1828
O 11.265330 14.955234 20.324816 2.2 1.2 1.2 -0.1770
C 18.064685 10.060742 15.231673 -2.7 -0.4 -0.2 -0.1020
C 17.800451 19.591592 13.389030 0.8 0.0 -0.4 -0.1685
C 16.495946 9.888098 15.136979 0.4 -0.1 -0.7 -0.1555
C 16.864109 15.388997 20.141875 -1.7 -2.4 -1.2 -0.2929
C 10.768653 14.274410 18.160209 -0.9 -0.9 -0.2 -0.1685
C 18.714871 18.641400 12.555924 -1.2 -0.1 1.4 -0.1648
C 10.164190 14.618361 19.533680 -0.7 0.0 -0.9 -0.1711
C 17.726019 9.681376 21.654184 0.4 0.7 -0.3 -0.1567
C 17.802173 24.339385 16.766308 1.0 -0.2 -1.8 -0.2057
C 12.472169 19.380877 12.339678 1.1 -2.0 0.2 -0.1330
C 16.354366 15.369526 21.546691 0.8 2.4 0.5 0.0180
C 14.472189 13.295513 14.393334 1.0 0.9 0.1 -0.2218
C 22.956484 12.790045 15.227707 0.0 -0.1 -0.3 -0.1904
C 14.008402 17.944764 17.033212 -1.4 1.2 2.8 -0.2155
C 14.291406 11.594881 20.618530 0.2 -0.4 1.9 -0.1350
C 13.905395 11.773338 19.208378 -0.5 0.3 -2.4 -0.2158
C 16.477968 21.260898 21.198948 0.4 0.0 0.7 -0.1765
C 21.352961 16.160686 21.630215 1.2 0.4 -0.7 -0.1468
C 19.601267 15.852199 16.298034 1.2 0.9 0.6 -0.2458
C 25.390562 15.841034 16.970454 0.0 1.0 -0.4 -0.1626
C 19.258781 17.122351 17.026689 -0.6 0.0 0.7 -0.1321
C 13.746395 14.035683 15.513869 0.0 -0.1 -0.9 -0.1652
C 13.972593 19.159011 18.093993 1.1 -0.7 -1.8 -0.0479
C 25.679279 17.329051 16.533054 1.8 -0.3 -0.1 -0.1752
C 23.005534 21.535816 14.705607 1.4 -1.3 -1.7 -0.2343
C 17.127418 13.029978 8.702078 2.5 1.1 -0.9 -0.2122
C 21.556127 17.081416 20.374841 -2.5 -2.0 1.8 -0.1848
C 21.851736 12.433706 16.201725 -0.5 -0.1 -0.2 -0.1264
C 17.432245 23.466118 15.530384 1.9 -1.4 1.1 -0.2069
C 18.255277 13.670075 9.650554 -3.4 -1.4 -1.3 -0.1431
C 23.174749 20.605649 15.890032 0.7 -1.3 0.8 -0.2043
C 17.783970 21.592628 20.450887 -1.3 0.0 0.4 -0.1644
C 12.649917 18.948285 10.855943 2.0 0.3 -0.9 -0.0982
C 19.212291 9.859473 21.948725 -1.0 1.6 0.0 -0.1056
H 19.812809 17.989843 16.690515 -0.2 0.3 -0.1 0.1346
H 23.253218 13.833543 15.217402 0.0 0.1 0.2 0.0885
H 21.639407 16.764712 22.488375 0.0 -0.4 0.3 0.1316
H 14.923009 10.715717 20.836873 0.2 1.0 -0.4 0.1375
H 23.938951 21.921525 14.335288 0.5 0.3 0.1 0.1344
H 12.961485 19.279674 18.426253 -0.3 0.4 0.3 0.1058
H 17.067123 9.491432 22.512233 0.6 -0.7 -0.1 0.1456
H 14.343849 14.161578 16.423276 -0.4 -0.4 -0.1 0.1061
H 17.505067 12.219083 8.056991 0.0 -0.1 0.6 0.1299
H 19.135776 13.815255 9.059668 0.8 -0.1 0.4 0.1255
H 19.815243 15.985620 15.246858 -0.2 -0.2 -0.3 0.1037
H 14.178114 13.592779 13.362122 0.1 -0.2 0.8 0.1230
H 18.693020 21.356457 20.995871 0.0 -0.5 0.0 0.1327
H 17.756780 14.554415 10.010601 0.5 0.8 0.2 0.1203
H 18.428141 10.777321 14.484810 0.0 -0.3 0.4 0.1136
H 23.110567 19.558783 15.564065 -0.5 0.4 0.2 0.0999
H 20.558262 17.463979 20.436861 -0.2 1.5 -1.0 0.0794
H 19.836613 9.964675 21.034061 -0.5 -0.4 0.7 0.1521
H 15.533320 13.457290 14.584712 0.1 0.2 -0.6 0.1231
H 13.415187 19.607657 10.369065 -1.3 0.0 0.3 0.1372
H 19.423459 16.907722 18.084762 0.1 0.4 0.0 0.1016
H 18.113193 25.300058 16.371663 -0.5 0.7 0.2 0.1285
H 11.483778 19.504702 12.710498 -0.9 0.5 -0.3 0.1210
H 16.076346 10.833607 14.884201 -0.4 0.5 -0.7 0.0824
H 17.553234 22.379808 15.760908 -0.1 0.7 -0.1 0.1143
H 18.474566 9.072444 15.139830 0.9 -0.2 0.2 0.1218
H 20.476021 15.481427 16.827973 0.1 -0.5 -0.3 0.1243
H 21.837222 12.976315 17.132576 0.3 0.0 0.3 0.0982
H 15.304977 15.032972 21.564395 0.4 0.7 0.4 0.1124
H 18.307070 19.798460 14.314114 -0.1 0.0 0.6 0.0925
H 17.017677 14.916629 22.319179 -0.6 0.5 -0.7 0.1186
H 16.064474 9.064185 14.552218 0.7 0.5 -0.4 0.1514
H 25.911280 17.951813 17.396090 -0.3 0.0 0.0 0.1324
H 20.310991 15.771363 21.757658 1.1 0.0 -0.4 0.1284
H 17.669759 21.100934 19.491924 0.7 0.3 -0.4 0.1186
H 13.008668 17.732502 16.688277 -0.5 0.1 -0.4 0.1235
H 13.374424 14.968542 15.154380 0.3 1.0 -0.1 0.1215
H 16.752632 19.323238 13.533243 0.6 -0.4 -0.2 0.0844
H 14.036166 10.971963 18.517332 0.6 -1.0 0.0 0.1002
H 21.821671 11.358394 16.337701 0.1 -0.2 0.3 0.1337
H 19.461082 9.094576 22.632534 1.1 -0.7 0.7 0.1165
H 24.064385 20.651457 16.509894 0.7 0.4 -0.7 0.1302
H 11.754177 18.817006 10.222819 0.5 0.0 0.6 0.1320
H 18.609742 24.014071 17.386875 0.4 -0.7 0.1 0.0959
H 18.269300 17.669234 12.669755 0.3 -0.7 -0.1 0.1190
H 23.803987 12.135160 15.261767 0.7 -0.1 0.8 0.1363
H 22.383742 17.753657 20.492617 0.4 0.2 -0.4 0.1316
H 16.084481 15.640449 19.394274 0.2 -0.3 0.8 0.1019
H 11.008852 13.235782 18.020909 -0.6 -0.6 0.1 0.1004
H 26.010125 15.072600 16.497251 -0.4 0.3 -0.7 0.1319
H 9.724854 13.794539 20.063945 -0.4 -0.5 -0.2 0.1123
H 25.552525 15.670857 18.008286 -0.2 0.3 0.8 0.0893
H 14.390628 17.050886 17.477791 0.4 -0.4 0.3 0.0842
H 14.713308 19.061642 18.907821 -0.5 0.0 -0.4 0.1145
H 22.577989 20.971710 13.849205 -0.2 0.5 0.5 0.1400
H 16.533273 20.365174 21.824630 0.1 0.1 -0.3 0.1144
H 15.597019 21.149100 20.521158 0.6 0.6 0.5 0.1391
H 17.614605 9.056762 20.791609 -0.5 -0.6 -0.1 0.1052
H 17.248674 14.380540 19.923469 -0.1 0.3 -0.2 0.1336
H 18.037683 23.672626 14.636900 -0.3 0.2 0.3 0.1409
H 10.084635 14.593392 17.361612 0.6 0.3 0.0 0.1435
H 14.633993 12.575039 20.977920 0.4 -0.6 0.3 0.1301
H 19.750280 18.694130 12.913775 -0.1 0.0 -0.3 0.1322
H 14.327097 12.645305 18.699758 0.2 0.0 0.5 0.1287
H 13.132348 20.193889 12.637054 -0.1 0.0 -0.2 0.1078
H 16.831647 13.810733 8.003646 -0.7 0.1 0.3 0.1267
H 26.472345 17.419401 15.796391 0.7 -0.5 0.4 0.1248
H 9.422162 15.425569 19.422612 0.5 0.0 0.3 0.1373
```
Positions in Å, forces in eV/Å.

The total energy is -13221.24125 hartree. Its total charge is 0. Its energy above the lowest of the compared OMol25 structures with the same formula, charge and spin is 116.1 kcal per mole. The lowest unoccupied orbital energy comes out at -0.1 eV.